This record from the OMol25 dataset describes a single C5H9N molecule at a distorted geometry. The level of theory is the ωB97M-V functional and the def2-TZVPD basis.

LUMO energy in Ha: 0.0419
SMILES: C1CN2CC1C2
Energy above the lowest of the compared OMol25 structures with the same formula, charge and spin in kcal per mole: 59.3
M in g/mol: 83.1
HOMO level in eV: -8.64

```
! RIJCOSX wB97M-V def2-TZVPD def2/J DEFGRID3
* xyz 0 1
H -1.8058 -0.6586 1.2124
H -2.0072 0.0044 -1.0424
H 1.4170 -1.2868 -1.1626
C 1.0360 0.7807 0.0498
H -1.0765 1.7945 0.5076
H -0.0379 -0.6658 1.8977
N -0.3096 -1.1174 -0.1796
C 1.0632 -0.8272 -0.2408
C -0.7512 -0.3841 1.0158
C -0.5022 0.9061 0.1405
H 1.3702 1.3761 -0.8354
C -0.9548 0.0215 -1.0086
H -0.5036 0.1728 -2.0426
H 1.6419 1.1773 0.9463
H 1.4202 -1.2933 0.7419
*
```

These are the Löwdin partial charges, in e, on atoms 1 to 8: 0.113 0.087 0.111 -0.137 0.137 0.138 -0.170 -0.210